A structure of composition C24H49Cl2CuNO7S2. Source: OMol25; level of theory: ωB97M-V/def2-TZVPD.

Geometry as XYZ:
```
86
C24H49Cl2CuNO7S2 ωB97M-V/def2-TZVPD
Cu -1.30241 -0.26492 -4.35351
C -5.34149 -2.86644 0.86537
C -4.46053 -2.60526 -0.38720
C -3.21255 -3.55295 -0.68289
C -2.25978 -3.70579 0.52639
N -0.80918 -4.09006 0.00737
C 0.07694 -4.37473 1.17189
C 1.36152 -3.53214 1.07075
C 0.97367 -2.40742 0.11349
C -0.13156 -2.97670 -0.81747
C -0.96260 -5.38754 -0.94931
H -4.87671 -2.46548 1.76610
H -5.51945 -3.92939 1.02836
H -6.33755 -2.44905 0.71787
H -4.04020 -1.60404 -0.48198
H -5.11950 -2.62769 -1.25515
H -2.71628 -3.13369 -1.55813
H -3.65834 -4.49641 -0.99793
H -2.60702 -4.27207 1.39059
H -2.01593 -2.69634 0.85754
H 0.44111 -5.40188 1.15074
H -0.38267 -4.12593 2.12843
H 2.24396 -4.05330 0.69955
H 1.60704 -3.14244 2.05864
H 1.80914 -1.97896 -0.44015
H 0.72651 -1.51560 0.68940
H 0.29740 -3.42245 -1.71492
H -0.82133 -2.16858 -1.06084
H -1.51096 -5.07364 -1.83750
H -1.45979 -6.23648 -0.48004
H 0.03335 -5.65625 -1.30140
C -1.15292 0.75655 -1.20231
O -0.36355 0.39222 -2.30048
H -2.19595 0.96322 -1.44203
H -1.19318 -0.03283 -0.45174
H -0.76390 1.63908 -0.69446
C 2.93662 -0.51241 -3.02064
C 3.33221 0.17474 -1.62934
C 4.54149 -0.45026 -0.94652
S 4.85548 -2.07765 -1.76522
O 4.65246 -3.14458 -0.82395
O 6.12638 -2.20450 -2.47028
C 3.36384 -2.01599 -2.86255
H 3.39667 -0.01496 -3.87444
H 1.88992 -0.49080 -3.32406
H 2.49132 0.10894 -0.93891
H 3.28252 1.26256 -1.67734
H 4.32429 -0.72235 0.08638
H 5.51048 0.02111 -1.11071
H 2.43052 -2.38760 -2.43954
H 3.62446 -2.49514 -3.80627
C -2.99038 3.25971 0.81750
C -2.71159 4.56636 1.66931
C -3.78002 5.65724 1.37948
S -4.74080 5.11375 -0.11325
O -4.69645 6.21294 -1.07224
O -5.97473 4.50546 0.33400
C -3.59994 3.74735 -0.53878
H -3.72965 2.55299 1.19451
H -2.20292 2.50852 0.87842
H -1.75236 4.90872 1.28102
H -2.51301 4.31206 2.71046
H -3.50275 6.70298 1.24662
H -4.53149 5.65469 2.16901
H -2.86922 4.21701 -1.19724
H -4.17412 3.03512 -1.13135
O 1.83083 4.21172 2.20592
C 2.63422 4.18934 1.30161
O 3.53428 5.14815 1.09737
C 4.59191 4.71432 0.15902
C 4.00367 3.51519 -0.46034
C 2.77312 3.15588 0.29203
H 5.39757 4.38807 0.81672
H 4.84316 5.46677 -0.58850
H 4.71075 2.68661 -0.50023
H 3.77071 3.70423 -1.50824
H 3.07722 2.27682 0.86026
H 1.85255 2.96498 -0.25951
Cl -0.78100 -0.00888 2.49912
C 0.68225 0.97328 2.81618
C 1.73720 0.20225 3.73129
Cl 2.93299 -0.60645 2.73768
H 0.28532 1.87857 3.27551
H 1.18772 1.26656 1.89608
H 1.37608 -0.58078 4.39803
H 2.21489 0.94272 4.37287
```

As for the spin multiplicity: 2. As for the expectation value of S²: 0.753. Its frontier orbital gap (spin up / spin down) is 4.624 / 6.762 eV. As for the total energy: -132852.8033 eV. The largest force on an atom is 3.3 eV/A. The value obtained for the molecular weight is 662.24 g mol⁻¹.

Atom charges from the Mulliken analysis, given in e for atoms 1 to 4: number 1, Cu, carries -0.281; number 2, C, carries -1.183; number 3, C, carries -0.722; number 4, C, carries -0.606



A structure of composition C24H50BeClF3KLi2NO12S3. Source: OMol25; level of theory: ωB97M-V/def2-TZVPD.

Geometry as XYZ:
```
98
C24H50BeClF3KLi2NO12S3 ωB97M-V/def2-TZVPD
C 5.38651 -1.54670 -0.88004
C 5.08594 -0.14083 -0.20223
C 4.36838 0.88775 -1.16936
C 2.83844 0.58656 -1.38794
C 1.89258 1.42026 -0.41783
C 0.42912 0.85750 -0.63450
C -0.71324 1.85089 -0.06460
C -2.17755 1.55746 -0.68501
C -3.31495 1.58838 0.40740
C -4.08404 0.20639 0.53552
C -5.48603 0.16015 -0.26259
C -5.41801 0.94886 -1.63294
C -6.70047 0.84765 -2.53961
O -7.48785 -0.35924 -2.35949
S -6.47043 -1.64670 -2.12337
O -7.20662 -2.94874 -2.16209
O -5.40108 -1.74280 -3.17759
C -5.78759 -1.41149 -0.43705
H 5.42098 -1.45065 -2.07125
H 4.61073 -2.34012 -0.61040
H 6.37105 -1.95576 -0.52265
H 6.07243 0.31146 0.07337
H 4.49577 -0.25555 0.75338
H 4.87230 0.81551 -2.17032
H 4.56138 1.93705 -0.81467
H 2.58516 -0.51060 -1.28057
H 2.57661 0.88199 -2.44024
H 1.97674 2.51639 -0.62334
H 2.26916 1.26198 0.63642
H 0.28694 0.79462 -1.75166
H 0.35554 -0.14698 -0.12042
H -0.39444 2.90196 -0.28964
H -0.70419 1.71224 1.05703
H -2.07892 0.52787 -1.18949
H -2.36189 2.34873 -1.46974
H -2.77998 1.76473 1.38660
H -4.00317 2.48254 0.27265
H -4.19928 -0.16052 1.58811
H -3.43270 -0.55857 0.01273
H -6.23213 0.65055 0.42720
H -4.47166 0.69521 -2.17408
H -5.31025 2.04290 -1.35913
H -7.38403 1.73723 -2.45466
H -6.34555 0.84370 -3.61160
H -6.61946 -1.70518 0.26518
H -4.90103 -2.05074 -0.21806
C 5.53359 -3.26987 5.52697
C 6.59919 -2.64961 4.62882
C 6.19406 -1.27732 4.05448
O 5.27790 -1.34433 2.97809
C 3.92204 -1.46410 3.35964
N 6.93623 -3.60445 3.58136
H 4.68954 -3.67190 4.96819
H 5.95814 -4.09918 6.10138
H 5.14934 -2.52790 6.24148
H 7.49197 -2.49237 5.24591
H 7.09209 -0.80928 3.64361
H 5.82126 -0.60120 4.84040
H 3.70287 -0.91088 4.28009
H 3.64994 -2.51670 3.47424
H 3.31043 -1.05197 2.55526
H 7.70946 -3.22836 3.02997
H 6.16028 -3.61821 2.92121
C -12.46744 1.64572 -0.21911
S -10.68269 1.61561 0.03880
O -10.17194 2.99621 -0.20462
C -10.29933 0.63498 -1.42488
H -12.91888 2.24619 0.56989
H -12.69438 2.08991 -1.18909
H -12.85898 0.62873 -0.16935
H -10.66411 1.14221 -2.31948
H -10.76223 -0.34890 -1.33592
H -9.21893 0.52080 -1.48849
Li -3.12917 3.06813 2.53389
C 10.22448 -5.42591 0.04683
F 10.39992 -5.95279 1.28581
F 11.41695 -4.91138 -0.31098
F 10.00918 -6.47011 -0.77378
S 8.85609 -4.17337 -0.01033
O 9.25531 -3.13257 0.93243
O 7.66131 -4.89817 0.40479
O 8.81163 -3.72253 -1.39071
C 2.57714 3.67675 -2.96534
O 1.52829 3.79227 -2.30364
O 3.74479 3.86004 -2.50288
O 2.62741 3.34429 -4.18877
Be 12.26975 -7.22191 0.44136
C -4.66111 5.60047 -2.81019
C -3.83379 4.51120 -2.09831
O -4.02443 4.62627 -0.76340
H -4.34663 6.60295 -2.51146
H -4.52933 5.52565 -3.89935
H -5.72994 5.49558 -2.60244
H -2.79855 4.62888 -2.48977
H -4.14652 3.55333 -2.57841
K -1.90476 -0.05328 -3.06991
Li 5.36067 -1.98536 8.02301
Cl 6.91261 -0.57966 -2.19471
```

Its frontier orbital gap is 1.270 eV. As for the total energy: -122055.5762 eV. The largest force on an atom is 6.2 eV/A. The value obtained for the molecular weight is 795.30 g mol⁻¹.

Atom charges from the Mulliken analysis, given in e for atoms 1 to 4: number 1, C, carries -0.602; number 2, C, carries 0.006; number 3, C, carries -0.564; number 4, C, carries -0.803



Question: What is the formula in the first record?
Answer: C24H49Cl2CuNO7S2



Question: Which of these has the highest molecular weight?
Answer: C24H50BeClF3KLi2NO12S3



Question: Which value of molecular weight does entry 2 give?
Answer: 795.30 g mol⁻¹



Question: The highest molecular weight belongs to which entry?
Answer: C24H50BeClF3KLi2NO12S3